The following is a quantum chemistry calculation of a structure of composition C31H39Cl4N4O4PbSSb, from the Open Molecules 2025 dataset.

Positions of all 85 atoms, in Å:
Pb (0.416, 1.301, 0.387)
C (3.489, 0.002, 3.665)
C (2.093, 0.107, 3.126)
O (1.914, 0.350, 1.915)
N (1.092, -0.071, 3.988)
C (-0.324, -0.074, 3.630)
C (-0.923, 1.309, 3.734)
C (-1.554, 1.745, 4.887)
C (-2.070, 3.031, 4.928)
C (-1.945, 3.842, 3.812)
C (-1.299, 3.332, 2.703)
N (-0.793, 2.098, 2.659)
H (4.192, 0.042, 2.840)
H (3.623, -0.926, 4.220)
H (3.685, 0.836, 4.342)
H (1.342, -0.252, 4.948)
H (-0.839, -0.762, 4.298)
H (-0.435, -0.469, 2.621)
H (-1.650, 1.082, 5.737)
H (-2.565, 3.393, 5.819)
H (-2.340, 4.848, 3.799)
H (-1.172, 3.937, 1.810)
Cl (-2.676, -4.253, -3.641)
C (-2.065, -3.200, -2.436)
C (-1.980, -3.592, -1.099)
Cl (-2.503, -5.154, -0.636)
C (-1.471, -2.711, -0.149)
Cl (-1.360, -3.166, 1.506)
C (-1.038, -1.418, -0.486)
O (-0.571, -0.615, 0.451)
C (-1.145, -1.034, -1.825)
O (-0.739, 0.263, -2.144)
C (-1.636, -1.923, -2.772)
Cl (-1.737, -1.373, -4.424)
C (0.262, 2.827, -4.743)
C (-0.847, 1.825, -5.048)
Sb (-1.918, 1.367, -3.283)
C (-1.725, 3.083, -2.077)
C (-2.539, 4.263, -2.621)
C (-3.901, 0.736, -2.968)
C (-4.822, 1.077, -4.139)
H (0.852, 2.961, -5.651)
H (0.941, 2.480, -3.961)
H (-0.120, 3.806, -4.456)
H (-0.470, 0.864, -5.386)
H (-1.574, 2.203, -5.769)
H (-0.660, 3.312, -2.007)
H (-2.076, 2.777, -1.089)
H (-2.165, 4.608, -3.586)
H (-2.489, 5.108, -1.936)
H (-3.595, 4.013, -2.743)
H (-4.165, 1.245, -2.041)
H (-3.829, -0.334, -2.784)
H (-4.846, 2.144, -4.361)
H (-5.837, 0.775, -3.882)
H (-4.541, 0.539, -5.044)
C (7.348, -0.731, -3.374)
C (6.902, 0.408, -2.462)
C (5.780, 0.009, -1.515)
N (4.556, -0.320, -2.258)
C (3.388, 0.270, -2.182)
S (3.027, 1.510, -1.071)
N (2.424, -0.180, -3.069)
C (2.524, -0.634, -4.393)
O (1.532, -1.101, -4.898)
C (3.790, -0.438, -5.154)
C (4.470, 0.777, -5.116)
C (5.573, 0.969, -5.931)
C (6.008, -0.056, -6.763)
C (5.332, -1.270, -6.795)
C (4.209, -1.457, -6.001)
H (8.223, -0.446, -3.956)
H (6.572, -1.010, -4.093)
H (7.615, -1.619, -2.796)
H (6.574, 1.265, -3.058)
H (7.738, 0.750, -1.850)
H (5.540, 0.803, -0.813)
H (6.055, -0.882, -0.947)
H (4.654, -1.046, -2.956)
H (1.464, -0.073, -2.763)
H (4.130, 1.577, -4.467)
H (6.093, 1.918, -5.921)
H (6.874, 0.094, -7.394)
H (5.668, -2.063, -7.449)
H (3.652, -2.385, -6.039)

Computed properties:
Maximum force ... 0.67 eV/Å
Multiplicity ... 1
Calculated total energy ... -119629.480 eV
Total charge ... +2

Atom charges from the Löwdin analysis, given in e for atoms 1 to 5: 1.38, 0.03, -0.47, -0.17, 0.11